This record from OMol25 describes C25H28N3OSW as an isolated structure. The level of theory is wB97M-V/def2-TZVPD.

The geometry in ORCA input format:
```
! RIJCOSX wB97M-V def2-TZVPD def2/J DEFGRID3
* xyz 2 2
W -0.33293 -0.65299 -0.40369
C 0.54507 -2.64419 -1.78689
C 1.78057 -1.89559 -2.23489
C 2.40027 -2.24859 -3.42049
C 3.53677 -1.57389 -3.85019
C 4.00417 -0.49139 -3.13619
C 3.42027 -0.10969 -1.93029
C 3.86097 1.17361 -1.30569
C 2.35257 -0.87839 -1.43059
N 1.71477 -0.61719 -0.21719
C 2.28487 -0.31159 0.93671
C 3.72797 -0.44689 1.25731
C 1.28787 -0.00029 1.93241
C 1.60277 0.13891 3.37631
N 0.06687 0.03141 1.41941
C -1.13993 0.09861 2.14721
C -1.71093 -1.11189 2.58151
C -1.06593 -2.40999 2.16721
C -2.87383 -1.06649 3.32861
C -3.48043 0.14881 3.61031
C -2.96423 1.32421 3.09551
C -1.78903 1.32271 2.35301
C -1.21633 2.58321 1.78291
H 0.30987 -3.40979 -2.52959
H -0.41063 -1.98829 -1.75339
H 0.72107 -3.17549 -0.83419
H 1.99647 -3.05139 -4.01759
H 4.02377 -1.87249 -4.76279
H 4.83087 0.09211 -3.51229
H 3.91397 1.93191 -2.08439
H 4.86157 1.09111 -0.88359
H 3.17527 1.52061 -0.53599
H 4.26527 -0.88159 0.42031
H 3.85067 -1.09089 2.12831
H 4.17897 0.51321 1.51191
H 2.38177 0.88371 3.53471
H 1.98477 -0.80629 3.76811
H 0.71727 0.41541 3.94521
H -0.65183 -2.31909 1.11911
H -1.80053 -3.21229 2.16711
H -0.25243 -2.69299 2.84181
H -3.31953 -1.98279 3.68261
H -4.38103 0.17041 4.20191
H -3.47093 2.26121 3.26831
H -2.00523 3.31301 1.61761
H -0.69543 2.38781 0.83891
H -0.50273 3.02901 2.47811
O -2.34823 -0.57059 -1.02299
N -2.85923 0.49841 -1.61249
C -4.18543 0.56261 -1.83259
C -4.73743 1.64241 -2.47299
C -3.91633 2.68661 -2.90019
C -2.55993 2.60731 -2.66899
C -2.03103 1.49091 -2.02699
S -0.31733 1.26331 -1.85499
H -4.75803 -0.28119 -1.47439
H -5.80283 1.67961 -2.63019
H -4.33103 3.54231 -3.40979
H -1.88663 3.38951 -2.97589
*
```

orbital gap (alpha / beta): 0.239 / 0.245 hartree
electronic energy: -1673.653288 a.u.
E_HOMO (alpha / beta): -14.2304 / -13.6570 eV

***

This record from OMol25 describes C35H37F3GeN4O5OsS as an isolated structure. The level of theory is wB97M-V/def2-TZVPD.

The geometry in ORCA input format:
```
! RIJCOSX wB97M-V def2-TZVPD def2/J DEFGRID3
* xyz 1 2
Os 1.76386 0.54496 -2.14333
N -2.29697 4.52424 4.13421
C -1.42328 4.24124 3.11733
C -0.40217 3.29781 3.29700
C 0.44030 2.97561 2.25513
C 0.26894 3.58208 1.01451
C -0.72594 4.53794 0.82592
C -1.56534 4.86191 1.86724
S 1.37187 3.22104 -0.27908
O 1.36998 4.30094 -1.21744
O 2.59807 2.70982 0.26292
N 0.74932 1.87988 -1.08907
C -0.37969 1.89892 -1.88278
N -0.12784 1.03901 -2.90783
C -1.10331 0.77590 -3.77625
C -2.31741 1.41272 -3.64227
C -2.44617 2.32736 -2.59799
N -1.48905 2.57891 -1.70678
H -2.04921 4.24789 5.06797
H -2.85278 5.35872 4.06790
H -0.26944 2.82806 4.26434
H 1.24064 2.26474 2.40216
H -0.82750 5.02437 -0.13354
H -2.34009 5.60562 1.72622
H -0.88716 0.07415 -4.57142
H -3.12716 1.22959 -4.33105
H -3.36690 2.88487 -2.47249
C -3.06755 -5.79763 2.95666
C -3.85286 -4.69013 2.67351
C -3.26344 -3.52294 2.20664
C -1.88394 -3.45472 2.02328
C -1.10267 -4.57420 2.31325
C -1.69189 -5.74063 2.77658
Ge -1.05743 -1.83780 1.36424
C -2.34396 -0.45074 0.93954
C -3.31334 -0.65539 -0.04472
C -4.29319 0.29943 -0.27631
C -4.31507 1.46851 0.47428
C -3.35059 1.68710 1.44665
C -2.36990 0.73096 1.67672
C 0.43601 -1.26508 2.45053
C 1.41544 -0.42032 1.92956
C 2.50847 -0.04765 2.69803
C 2.62582 -0.50691 4.00291
C 1.65361 -1.34195 4.53518
C 0.56710 -1.72514 3.76050
H -3.52707 -6.70735 3.32036
H -4.92447 -4.73371 2.81769
H -3.88403 -2.66048 1.99168
H -0.02632 -4.53905 2.18128
H -1.07923 -6.60453 2.99877
H -3.32002 -1.57160 -0.62620
H -5.05170 0.12144 -1.02853
H -5.09029 2.20578 0.30686
H -3.36532 2.59574 2.03374
H -1.62424 0.90854 2.44302
H 1.33318 -0.03964 0.91700
H 3.25801 0.61031 2.27663
H 3.47669 -0.21562 4.60520
H 1.74343 -1.70008 5.55246
H -0.18128 -2.38610 4.18204
C 1.34384 -3.00672 -3.61482
C 2.59476 -2.30124 -3.14310
O 2.64392 -0.89822 -3.52467
C 2.68846 -0.69802 -4.95933
C 2.97131 0.74160 -5.30520
H 1.33995 -4.01719 -3.20544
H 1.30173 -3.09341 -4.69979
H 0.44478 -2.50410 -3.25853
H 3.49342 -2.76921 -3.55043
H 2.66985 -2.29791 -2.05826
H 1.73667 -1.02206 -5.38514
H 3.47567 -1.35504 -5.33481
H 2.19125 1.40864 -4.93484
H 2.99964 0.83233 -6.39132
H 3.92634 1.07192 -4.90396
C 5.47661 0.90518 -0.91988
C 4.08873 0.73646 -1.39566
O 3.26595 -0.11249 -0.91712
O 3.57183 1.44767 -2.31724
H 5.95617 -0.06770 -0.82632
H 5.43709 1.36513 0.06888
H 6.03127 1.55110 -1.59438
F 0.92280 -2.95387 -0.39955
C -0.27061 -2.33043 -0.44307
F -1.08515 -3.10303 -1.18706
F -0.05983 -1.19609 -1.22956
*
```

orbital gap (alpha / beta): 0.259 / 0.252 hartree
electronic energy: -4816.322994 a.u.
E_HOMO (alpha / beta): -10.5537 / -10.5792 eV
ΔE to the lowest compared entry with this formula, charge and spin: 40.3 kcal/mol

***

This record from OMol25 describes a 13-piece molecular cluster, C18H62N2O13 overall. The level of theory is wB97M-V/def2-TZVPD.

The geometry in ORCA input format:
```
! RIJCOSX wB97M-V def2-TZVPD def2/J DEFGRID3
* xyz 0 1
C -7.39800 -2.98800 -5.62200
C -6.65800 -3.45300 -6.92200
O -5.27100 -3.14900 -6.84900
H -8.47700 -3.05900 -5.66200
H -6.96200 -2.04100 -5.37000
H -7.05000 -3.63300 -4.87500
H -7.16800 -2.85500 -7.61600
H -6.66100 -4.47800 -7.07600
H -4.98300 -3.89100 -6.37600
C -0.13200 1.92900 -2.76900
C -1.16900 2.35500 -1.68900
O -2.39800 1.70100 -1.82500
H 0.80400 2.44000 -2.75500
H -0.55500 2.05300 -3.73400
H 0.01200 0.83900 -2.61700
H -1.34000 3.45400 -1.79600
H -0.85600 2.36700 -0.69300
H -2.24000 0.77900 -1.54500
C -4.17500 -3.06400 -3.63700
C -4.70100 -1.68100 -3.39100
O -3.74200 -0.78800 -3.03700
H -3.40300 -2.95700 -4.48700
H -4.91600 -3.70100 -4.07600
H -3.84200 -3.55300 -2.71200
H -5.45400 -1.56000 -2.62400
H -5.08400 -1.41000 -4.36900
H -3.13700 -1.24200 -2.42100
C -5.16400 -8.23600 -2.92700
C -6.16700 -7.21100 -3.51100
O -5.51200 -6.34300 -4.45900
H -4.38600 -7.80200 -2.33000
H -4.69400 -8.64900 -3.80600
H -5.60500 -9.17400 -2.48400
H -6.74100 -6.61600 -2.81400
H -6.83800 -7.77500 -4.14100
H -4.57200 -6.38900 -4.36400
C -2.41700 -5.67000 -3.25700
C -1.92600 -6.14700 -4.56700
O -2.80600 -7.22300 -4.85500
H -1.88300 -4.80700 -2.95100
H -2.18500 -6.43100 -2.42900
H -3.53100 -5.62600 -3.24200
H -0.89700 -6.43100 -4.61400
H -1.91400 -5.30800 -5.26100
H -2.97500 -7.24900 -5.79300
C -7.04600 0.97000 -1.99800
O -7.91300 0.04500 -2.51500
N -5.87700 1.16500 -2.51500
N -7.40500 1.78200 -1.05800
H -5.46600 0.49400 -3.13000
H -5.29100 1.98700 -2.17900
H -8.37200 2.01400 -0.77900
H -6.61300 2.21500 -0.46500
C -7.57200 -2.80800 -1.58400
O -7.06000 -4.13400 -1.47000
H -7.44600 -2.48000 -2.56200
H -7.16800 -2.11000 -0.85800
H -8.69800 -2.95400 -1.45600
H -6.15300 -4.08300 -1.11700
C -6.82600 0.58800 -5.58400
O -7.29600 1.79600 -4.97900
H -5.80900 0.82000 -5.71200
H -7.25400 0.26000 -6.55100
H -6.88900 -0.12400 -4.81300
H -6.77200 1.98800 -4.16800
C -1.05500 -2.26600 -2.05400
O -1.89200 -1.36900 -1.25200
H -1.56400 -2.26900 -3.00400
H -1.12700 -3.25400 -1.54900
H -0.11500 -1.85500 -2.26900
H -1.50600 -1.41600 -0.32000
C -4.44700 -5.11300 -0.16700
O -4.79000 -3.80200 -0.24300
H -5.27800 -5.76000 -0.33000
H -4.02200 -5.17100 0.82400
H -3.80300 -5.39200 -0.92500
H -4.28000 -3.23600 0.33500
C -2.47700 -0.19700 -5.88100
O -1.97600 -0.59800 -7.09100
H -1.69900 0.36200 -5.42700
H -2.70900 -1.12500 -5.31300
H -3.38600 0.40100 -5.97300
H -1.30300 -1.24100 -6.88200
C -0.27700 -3.37500 -5.39300
O 0.31700 -2.42700 -6.25600
H 0.26900 -3.58000 -4.49100
H -0.19300 -4.31800 -5.92900
H -1.31600 -3.26300 -5.27000
H 1.25800 -2.56100 -6.16100
C -4.64000 -0.49600 0.38400
O -3.65900 0.46700 0.68300
H -5.57600 -0.06300 -0.08900
H -4.98900 -1.15900 1.28300
H -4.30300 -1.20100 -0.39200
H -2.85500 0.02600 1.02700
*
```

orbital gap: 0.304 hartree
electronic energy: -1810.309844 a.u.
E_HOMO: -8.8746 eV
ΔE to the lowest compared entry with this formula, charge and spin: 62.1 kcal/mol

***

This record from OMol25 describes C16H14BIn2N4O10 as an isolated structure. The level of theory is wB97M-V/def2-TZVPD.

The geometry in ORCA input format:
```
! RIJCOSX wB97M-V def2-TZVPD def2/J DEFGRID3
* xyz 5 1
In 17.14747 -17.33756 -19.78739
In 19.56254 -27.55678 -22.85603
O 20.37456 -24.80471 -23.29064
C 20.04869 -23.64752 -23.50789
O 18.84504 -23.09067 -23.54159
B 19.00946 -21.63647 -23.75030
O 20.43255 -21.46084 -23.95839
C 21.11121 -22.57128 -23.70161
O 22.30214 -22.71206 -23.80086
O 18.48549 -20.86082 -22.59469
C 17.67706 -19.94271 -22.93991
O 17.18986 -19.13793 -22.12743
C 17.37222 -20.11112 -24.48246
O 18.18633 -21.09536 -24.84653
O 16.57227 -19.45740 -25.09630
C 19.21774 -16.67592 -24.91653
C 19.28870 -16.67686 -23.42620
N 19.27238 -16.64354 -22.26794
H 19.41826 -15.64207 -25.20134
H 18.17428 -16.88868 -25.16087
H 19.84766 -17.38462 -25.44668
C 13.35264 -19.55443 -22.78180
C 14.02256 -18.82628 -21.74323
N 14.55539 -18.17054 -20.93888
H 14.16241 -19.92119 -23.41542
H 12.52829 -18.99502 -23.22852
H 12.79608 -20.39457 -22.35465
C 24.48728 -22.87358 -26.21887
C 25.29922 -23.90376 -25.52966
N 25.98604 -24.65375 -24.95149
H 24.84893 -22.84745 -27.24960
H 24.49851 -21.92367 -25.67740
H 23.44189 -23.18161 -26.19659
C 19.36709 -20.26499 -27.76825
C 18.57865 -19.98739 -28.95395
C 18.62082 -20.96973 -29.88591
C 19.17611 -22.24298 -29.62641
C 19.90843 -22.52107 -28.40718
C 20.10005 -21.42779 -27.54398
N 19.11119 -23.33112 -30.61124
O 19.86822 -24.25524 -30.51413
O 18.23499 -23.30229 -31.45699
H 19.64644 -19.53570 -27.01664
H 18.03277 -19.05931 -29.05519
H 17.96157 -20.85859 -30.74099
H 20.52772 -23.39963 -28.28007
H 20.71882 -21.46996 -26.65957
*
```

orbital gap: 0.054 hartree
electronic energy: -1992.076778 a.u.
E_HOMO: -22.0597 eV

***

This record from OMol25 describes one molecule with the formula C6H10N2. The level of theory is wB97M-V/def2-TZVPD.

The geometry in ORCA input format:
```
! RIJCOSX wB97M-V def2-TZVPD def2/J DEFGRID3
* xyz 0 1
N 2.35709 -0.00041 0.19941
C 0.87341 -0.02979 0.06496
C 0.01613 -0.95952 -0.69256
C -1.21640 -0.35606 -0.34332
C -0.99329 1.23509 -0.48843
C 0.25491 1.23599 0.18878
C 0.01775 0.17077 1.25072
N -1.14065 -0.47342 1.10516
H 2.59868 0.50004 -0.74139
H 2.61616 -1.03512 -0.19411
H 0.04878 -2.08727 -0.20856
H -0.03312 -1.19909 -1.96782
H -2.44399 -0.66371 -0.41425
H -1.00293 1.21527 -1.53985
H -1.85922 1.73765 0.03701
H 0.83477 2.16768 0.35854
H 0.28549 0.11574 2.26042
H -1.21355 -1.57381 1.12530
*
```

orbital gap: 0.332 hartree
structure (SMILES): N[C@]12C[C@@H]3C[C@H]1[C@H]2N3
electronic energy: -343.936532 a.u.
E_HOMO: -8.2022 eV
ΔE to the lowest compared entry with this formula, charge and spin: 125.6 kcal/mol

***

This record from OMol25 describes a 6-piece molecular cluster, C18H42N6O6 overall. The level of theory is wB97M-V/def2-TZVPD.

The geometry in ORCA input format:
```
! RIJCOSX wB97M-V def2-TZVPD def2/J DEFGRID3
* xyz 0 1
C 0.37613 0.72087 4.90156
N 0.47201 2.05189 4.29956
C 1.06002 3.10134 5.11361
C 0.27591 2.27894 2.98244
O 0.52793 3.33382 2.43055
H 1.39449 0.39212 5.11499
H -0.13703 0.04323 4.22252
H -0.24966 0.80446 5.79006
H 1.97051 3.52951 4.69895
H 0.28841 3.86145 5.25384
H 1.31076 2.74210 6.11121
H -0.25203 1.46419 2.46017
C -6.33160 -0.71116 2.29158
N -4.92776 -0.53749 2.60082
C -4.04354 -0.31268 1.47186
C -4.43883 -0.47117 3.85688
O -3.27473 -0.20536 4.09912
H -6.83708 -1.28304 3.06819
H -6.39421 -1.28958 1.36683
H -6.85500 0.22624 2.08710
H -3.19193 0.29569 1.74385
H -3.73206 -1.29363 1.09135
H -4.57530 0.09091 0.60798
H -5.19107 -0.74521 4.60949
C 0.39715 2.07813 -0.55149
N -0.31129 1.00662 -1.19686
C -1.02625 0.09851 -0.34552
C -0.36442 0.93186 -2.54568
O -0.97447 0.07086 -3.15610
H -0.21391 2.62618 0.17458
H 0.77208 2.84120 -1.22434
H 1.22707 1.68919 0.05065
H -0.35725 -0.62870 0.12697
H -1.50537 0.62332 0.48148
H -1.77145 -0.50589 -0.85620
H 0.23121 1.70191 -3.05441
C 2.61802 -1.18027 -2.69826
N 2.06713 -2.52152 -2.52345
C 2.56900 -3.55510 -3.40145
C 0.98311 -2.70458 -1.74734
O 0.40203 -3.75113 -1.56295
H 2.54783 -0.87054 -3.74126
H 3.67119 -1.16696 -2.40852
H 2.08542 -0.50082 -2.03774
H 3.49134 -3.98139 -3.00026
H 1.81788 -4.34528 -3.43451
H 2.74548 -3.20752 -4.41838
H 0.65174 -1.76610 -1.28122
C 1.64089 4.39933 -3.87839
N 2.52675 3.43453 -4.49143
C 2.81449 3.59767 -5.90888
C 3.04597 2.43217 -3.76628
O 2.85351 2.23665 -2.58034
H 1.33993 4.10213 -2.87775
H 0.70447 4.47217 -4.43438
H 2.10609 5.37818 -3.75387
H 2.11702 2.98882 -6.49279
H 2.73248 4.65276 -6.14429
H 3.77978 3.20519 -6.23001
H 3.58744 1.70034 -4.38511
C 1.10807 -4.56256 1.31983
N 0.02064 -3.63089 1.27001
C 0.07680 -2.53591 2.22889
C -1.06078 -3.82286 0.48222
O -1.96875 -3.02539 0.33360
H 0.87126 -5.42909 0.70027
H 1.19963 -5.03396 2.31227
H 2.10807 -4.17663 1.11939
H -0.85043 -1.97232 2.26651
H 0.41325 -2.85445 3.21440
H 0.85384 -1.85445 1.85426
H -1.01803 -4.77086 -0.08036
*
```

orbital gap: 0.345 hartree
structure (SMILES): CN(C)C=O.CN(C)C=O.CN(C)C=O.CN(C)C=O.CN(C)C=O.CN(C)C=O
electronic energy: -1491.014249 a.u.
E_HOMO: -8.7463 eV
ΔE to the lowest compared entry with this formula, charge and spin: 71.7 kcal/mol

***

This record from OMol25 describes one molecule with the formula C2H5ClN2S. The level of theory is wB97M-V/def2-TZVPD.

The geometry in ORCA input format:
```
! RIJCOSX wB97M-V def2-TZVPD def2/J DEFGRID3
* xyz 0 1
C -0.09239 -0.36526 -0.27393
C 0.49839 0.76533 0.56832
N -1.22386 -0.94522 0.35388
N -0.59712 -0.65577 2.30403
S 0.93830 -0.04336 2.14876
Cl -0.63677 -2.18780 3.08684
H -0.45551 0.03774 -1.17267
H 0.74879 -1.02307 -0.41392
H 1.44196 1.21974 0.29619
H -0.43525 1.39056 0.73102
H -1.42966 -1.91833 0.25581
*
```

orbital gap (alpha / beta): 0.305 / 0.296 hartree
electronic energy: -1046.928115 a.u.
E_HOMO (alpha / beta): -8.5144 / -8.5874 eV
ΔE to the lowest compared entry with this formula, charge and spin: 95.5 kcal/mol

***

This record from OMol25 describes one molecule with the formula C3H9NO2. The level of theory is wB97M-V/def2-TZVPD.

The geometry in ORCA input format:
```
! RIJCOSX wB97M-V def2-TZVPD def2/J DEFGRID3
* xyz 0 1
O 2.81563 1.35196 -0.37781
C 1.78816 0.49410 0.17333
C 0.41144 0.56242 -0.43840
N -0.40866 -0.55810 0.12166
C -1.74862 -0.69464 -0.23399
O -2.61969 -1.91048 -0.06473
H 2.63353 2.05391 0.22986
H 1.67490 0.71218 1.34868
H 2.08944 -0.56463 0.07189
H 0.14957 0.52285 -1.52099
H -0.12271 1.56384 -0.10405
H -0.22990 -0.82020 1.10125
H -1.70849 -0.36001 -1.37606
H -2.39061 0.11619 0.33599
H -2.33399 -2.46938 0.73336
*
```

orbital gap: 0.349 hartree
structure (SMILES): OCCNCO
electronic energy: -324.845540 a.u.
E_HOMO: -8.7829 eV
ΔE to the lowest compared entry with this formula, charge and spin: 79.7 kcal/mol

***

> Which of these has the lowest electronic energy?

C35H37F3GeN4O5OsS

***

> Which of these has the highest electronic energy?

C3H9NO2